Entry 1:
# C25H33NOS

The molecule C25H33NOS (ωB97M-V/def2-TZVPD, the OMol25 dataset).

As for the SMILES: CC(C)(C)[C@H]1CCC(=O)N([C@H](CSc2ccccc2)Cc2ccccc2)CC1. The energy above the lowest of the compared OMol25 structures with the same formula, charge and spin is 0.000 eV. The HOMO-LUMO gap comes out at 8.85 eV. For the electronic energy, the calculation gives -40834.8991 eV.

XYZ file:
```
61
C25H33NOS | the OMol25 dataset | ωB97M-V/def2-TZVPD
C -5.32840 -1.56075 1.39404
H -4.82504 -1.11647 2.24855
H -6.28206 -1.95795 1.73496
H -4.73081 -2.39221 1.03018
C -5.56618 -0.52303 0.29433
C -6.57680 0.51160 0.80873
H -6.30081 0.88567 1.79052
H -7.55931 0.05314 0.89762
H -6.65739 1.35046 0.12087
C -6.21018 -1.21761 -0.91380
H -7.17112 -1.63991 -0.62885
H -6.37758 -0.50724 -1.72047
H -5.59659 -2.03045 -1.29198
C -4.24872 0.17802 -0.14708
C -3.17083 -0.82282 -0.57666
H -3.60874 -1.56221 -1.24634
H -2.78343 -1.34679 0.29778
C -1.99209 -0.17503 -1.31424
N -0.96076 0.31038 -0.42608
C -1.17496 1.30995 0.46558
O -0.32947 1.65050 1.27367
C -2.52384 1.99466 0.40563
H -2.43485 2.87242 1.04880
H -2.72483 2.33870 -0.61063
C -3.68292 1.12829 0.91374
H -4.46865 1.80781 1.24008
H -3.34544 0.56467 1.78537
C 0.35356 -0.30163 -0.45930
C 1.04489 -0.10100 -1.80575
H 0.39207 -0.32334 -2.64857
H 1.93132 -0.73076 -1.86654
S 1.55520 1.63623 -2.04029
C 2.70145 1.76900 -0.68077
C 3.78157 0.90456 -0.58673
C 4.64234 1.00396 0.49040
C 4.43417 1.96979 1.46102
C 3.36516 2.84317 1.35054
C 2.49477 2.74623 0.28000
H 1.64703 3.40692 0.19471
H 3.19857 3.59596 2.10608
H 5.10734 2.04215 2.30259
H 5.47868 0.32482 0.56632
H 3.95291 0.15706 -1.34737
H 0.93032 0.23441 0.30504
C 0.33393 -1.79018 -0.06260
C 1.73757 -2.25662 0.20269
C 2.42637 -1.78361 1.31396
C 3.73712 -2.15896 1.54154
C 4.37935 -3.01252 0.66002
C 3.70080 -3.49302 -0.44608
C 2.38824 -3.11577 -0.67279
H 1.86408 -3.49407 -1.54005
H 4.19432 -4.16116 -1.13694
H 5.40446 -3.30407 0.83514
H 4.25925 -1.78204 2.40844
H 1.93185 -1.11361 2.00221
H -0.26438 -1.88814 0.84590
H -0.12420 -2.39335 -0.84904
H -1.53374 -0.92483 -1.96028
H -2.35245 0.63443 -1.95906
H -4.50746 0.78529 -1.02438
```

Entry 2:
# C24H29N3O3S

The molecule C24H29N3O3S at a distorted geometry (ωB97M-V/def2-TZVPD, the OMol25 dataset).

As for the SMILES: CCc1ccc(-c2cc(C)no2)cc1S(=O)(=O)N1CCN(c2cc(C)ccc2C)CC1. The energy above the lowest of the compared OMol25 structures with the same formula, charge and spin is 3.448 eV. The HOMO-LUMO gap comes out at 8.22 eV. For the electronic energy, the calculation gives -46805.5673 eV.

XYZ file:
```
60
C24H29N3O3S | the OMol25 dataset | ωB97M-V/def2-TZVPD
C 4.18848 2.53619 -1.21327
H 5.21642 2.86896 -1.32971
H 3.54674 3.15366 -1.83910
H 4.12243 1.50211 -1.53906
C 3.76945 2.63457 0.25606
C 2.31566 2.31520 0.41940
C 1.86297 1.04076 0.74244
C 0.52381 0.79254 0.94223
C -0.42182 1.80267 0.77674
C 0.01190 3.07106 0.39584
C 1.36011 3.31444 0.23199
H 1.69332 4.30666 -0.03569
H -0.70335 3.86623 0.25381
C -1.81895 1.50118 1.00881
C -2.98082 2.16913 0.71589
C -4.00294 1.31307 1.19407
N -3.47761 0.24232 1.73075
O -2.13283 0.34474 1.62411
C -5.46960 1.52365 1.13168
H -5.74134 2.43300 1.66513
H -5.97902 0.67645 1.58071
H -5.78713 1.63010 0.09568
H -3.10061 3.11126 0.22504
H 0.18918 -0.18842 1.21923
S 3.01978 -0.31960 1.00180
O 3.48680 -0.21582 2.35676
O 3.98887 -0.33729 -0.05769
N 2.08545 -1.68247 0.81363
C 2.47468 -2.66323 -0.17198
C 1.20515 -3.44675 -0.59452
N -0.00732 -2.92274 -0.01258
C -0.66600 -1.86915 -0.68192
C 0.01767 -0.94703 -1.46947
C -0.63764 0.08350 -2.12631
C -2.01713 0.16944 -2.01707
C -2.71196 -0.76779 -1.27436
C -2.06375 -1.78869 -0.59615
C -2.86935 -2.77798 0.18971
H -3.81153 -2.97552 -0.31743
H -3.10493 -2.37830 1.17603
H -2.32364 -3.71008 0.30563
H -3.78983 -0.70809 -1.21413
H -2.55065 0.96400 -2.51909
C 0.14918 1.07832 -2.92578
H -0.42497 1.98814 -3.08491
H 0.40530 0.66222 -3.90065
H 1.07586 1.33162 -2.41369
H 1.09130 -1.00376 -1.55177
C 0.05428 -2.86531 1.43585
C 1.40912 -2.28414 1.93608
H 2.03255 -3.08305 2.36388
H 1.27327 -1.52292 2.70353
H -0.77728 -2.25995 1.79456
H -0.06375 -3.88157 1.83070
H 1.09285 -3.45059 -1.67911
H 1.29456 -4.48559 -0.25718
H 3.22772 -3.34853 0.24515
H 2.93390 -2.12980 -1.00273
H 4.36456 1.93752 0.84515
H 3.95244 3.64944 0.61734
```

Entry 3:
# C4H12

A cluster of 2 separate species, C4H12 in total at a distorted geometry (ωB97M-V/def2-TZVPD, the OMol25 dataset).

As for the SMILES: CC.CC. The energy above the lowest of the compared OMol25 structures with the same formula, charge and spin is 1.998 eV. The HOMO-LUMO gap comes out at 11.83 eV. For the electronic energy, the calculation gives -4340.5308 eV.

XYZ file:
```
16
C4H12 | the OMol25 dataset | ωB97M-V/def2-TZVPD
C 2.17460 -0.39319 1.86489
C 1.74464 0.04755 0.47631
H 1.96847 -1.51189 1.83408
H 3.25254 -0.42497 1.88786
H 1.73258 0.10719 2.76319
H 2.42282 0.57735 0.02364
H 1.48027 -0.80616 -0.29555
H 0.61618 0.31956 0.61608
C -1.73678 0.51291 -1.91396
C -2.08042 -0.08823 -0.55498
H -2.59230 0.37985 -2.60821
H -1.52413 1.64076 -1.67002
H -0.75854 0.17869 -2.18108
H -1.24531 -0.17724 0.11259
H -2.61648 0.57452 0.24287
H -2.83814 -0.93671 -0.59769
```

Entry 4:
# C21H22N2O2S2

A structure of composition C21H22N2O2S2 at a distorted geometry (ωB97M-V/def2-TZVPD, the OMol25 dataset).

The energy above the lowest of the compared OMol25 structures with the same formula, charge and spin is 18.596 eV. The HOMO-LUMO gap comes out at 7.90 eV. For the electronic energy, the calculation gives -50862.6067 eV.

XYZ file:
```
49
C21H22N2O2S2 | the OMol25 dataset | ωB97M-V/def2-TZVPD
C 5.78411 1.86379 4.45682
C 4.78856 0.71152 4.31735
O 4.59010 -0.10897 5.25875
N 4.23698 0.59176 3.16688
C 3.41137 -0.23187 2.69263
C 2.77301 -1.22383 3.76814
C 1.76550 -2.03566 3.41717
C 1.42539 -2.18140 1.86745
C 1.96377 -1.25151 1.03523
C 2.82718 -0.26770 1.47398
H 3.21615 0.22887 0.90772
H 1.63701 -1.29070 0.05095
S 0.14888 -3.06965 1.26824
C -1.44391 -2.26097 1.94476
C -1.14650 -0.81856 1.25816
O -1.00958 0.19367 2.21321
C -1.40392 -0.52124 -0.09605
C -1.22758 0.52485 -0.77504
N -1.48729 0.03212 -2.26365
C -1.82203 -1.21706 -2.14898
C -1.64023 -1.76238 -1.03749
H -1.97603 -2.82683 -0.56305
C -2.11428 -1.94092 -3.50811
H -2.98736 -1.38569 -3.87678
H -1.08324 -2.01107 -4.39138
H -2.33377 -2.90704 -3.45968
C -1.34975 1.23108 -3.29168
C -2.82825 1.30935 -3.71621
C -3.37685 1.37359 -4.76609
C -4.75231 1.87739 -4.90560
C -5.09286 2.20595 -3.76737
S -3.73824 2.20156 -2.61463
H -6.07601 2.72903 -3.47352
H -5.25276 1.90106 -5.81257
H -2.84007 0.93972 -5.72806
H -1.01265 0.40262 -4.10242
H -0.72522 1.88487 -3.11125
C -1.02528 1.87570 -0.21713
H -1.62838 2.50441 -0.65095
H 0.07936 2.02663 -0.69329
H -0.87511 1.94308 0.72241
H -1.45125 -2.16692 3.28739
H -2.21133 -2.66723 1.65887
H 1.41178 -2.78736 3.95960
H 3.18591 -1.44880 4.75013
H 4.42513 1.30367 2.38478
H 6.30295 2.01341 5.36716
H 5.28347 2.94052 4.16073
H 6.65539 1.57310 3.58245
```

Entry 5:
# C2HClN2S

A cluster of 2 separate species, C2HClN2S in total at a distorted geometry (ωB97M-V/def2-TZVPD, the OMol25 dataset).

As for the SMILES: C#CSCl.N#N. The energy above the lowest of the compared OMol25 structures with the same formula, charge and spin is 0.259 eV. The HOMO-LUMO gap comes out at 8.84 eV. For the electronic energy, the calculation gives -28426.2879 eV.

XYZ file:
```
7
C2HClN2S | the OMol25 dataset | ωB97M-V/def2-TZVPD
C 0.07975 0.04395 0.05534
C -0.63318 0.83688 -0.48250
N 2.31191 -2.50771 0.82447
N 1.62245 -2.58128 -0.03823
S -1.93361 1.73011 -1.11889
Cl -2.16799 3.08890 0.32892
H 0.72067 -0.61086 0.43089
```

Entry 6:
# C2HF4I

A cluster of 2 separate species, C2HF4I in total at a distorted geometry (ωB97M-V/def2-TZVPD, the OMol25 dataset).

The energy above the lowest of the compared OMol25 structures with the same formula, charge and spin is 2.216 eV. The HOMO-LUMO gap (alpha / beta) comes out at 8.81 / 8.81 eV. For the electronic energy, the calculation gives -21057.6858 eV.

XYZ file:
```
8
C2HF4I | the OMol25 dataset | ωB97M-V/def2-TZVPD
C -1.10715 -0.36098 -0.16581
C 1.03033 0.43081 0.13491
F -1.54549 -0.24498 1.09056
F -1.81848 0.50984 -0.85764
F 1.32212 1.07911 -0.95511
F 0.96006 1.37478 1.03700
I 2.22093 -1.33524 0.31353
H -1.06233 -1.45335 -0.59744
```